(1)
36
Properties=species:S:1:pos:R:3:forces:R:3:nbo_charge:R:1 method="wB97M-V/def2-TZVPD" e_above_lowest_ev=1.191 max_force_ev_per_a=5.92 gap_ev="4.828 / 4.624" energy_ev=-58918.2576 total_charge=-2 multiplicity=4 s2=3.766 e_homo_ev="-0.08 / -0.35"
C 0.197 -1.285 0.838 0.64 -0.68 0.33 0.00
C 1.259 -1.329 -0.140 -0.56 -1.52 -0.46 -0.13
C 0.684 -1.031 -1.430 -0.46 -1.65 0.21 -0.15
C 2.656 -1.811 0.042 0.05 -0.09 0.46 -0.62
C -0.715 -0.720 -1.197 -0.05 -1.29 -0.40 -0.03
C -1.004 -0.921 0.184 -0.32 -0.34 -0.74 0.06
C -2.391 -1.007 0.749 0.38 0.23 0.00 -0.69
C 0.305 -1.684 2.282 -0.09 0.14 -0.08 -0.66
C 1.354 -1.303 -2.731 -0.03 0.23 -0.18 -0.62
C -1.752 -0.515 -2.270 0.08 0.13 0.21 -0.65
Re 0.737 0.718 -0.285 -5.32 1.74 0.35 0.99
Cl 2.622 1.494 -0.798 5.56 1.41 -1.47 -0.23
Cl 1.614 0.972 1.990 1.09 0.20 2.57 -0.56
Cl 0.106 1.937 -2.303 -0.40 0.56 -0.90 -0.49
H 3.022 -1.572 1.045 -0.04 0.01 -0.13 0.24
H 3.314 -1.340 -0.680 0.16 0.08 -0.04 0.22
H 2.704 -2.894 -0.104 0.01 -0.07 0.03 0.20
H 2.416 -1.067 -2.651 -0.01 0.02 -0.17 0.22
H 0.917 -0.693 -3.523 0.10 -0.01 0.00 0.24
H 1.252 -2.364 -2.994 0.00 0.13 0.02 0.20
H -1.362 0.127 -3.063 -0.12 -0.13 0.12 0.25
H -2.640 -0.038 -1.835 0.22 -0.16 -0.22 0.24
H -2.034 -1.486 -2.705 0.02 0.12 0.20 0.20
H -3.047 -0.247 0.314 0.11 -0.12 0.38 0.25
H -2.398 -0.851 1.833 -0.32 0.45 -0.20 0.32
H -2.829 -1.992 0.538 0.23 -0.09 -0.24 0.19
H 1.244 -1.316 2.702 -0.16 -0.14 -0.07 0.25
H 0.274 -2.779 2.377 -0.11 0.09 -0.07 0.19
H -0.517 -1.236 2.855 0.22 -0.15 -0.13 0.26
O -3.335 0.728 2.673 0.95 1.90 -0.26 -1.36
H -2.815 1.569 2.427 -1.14 -1.85 0.64 0.40
N 0.191 2.650 0.405 -0.39 2.08 0.50 -0.60
C 0.311 3.791 0.660 -0.61 -2.54 -0.38 0.67
N 0.523 5.020 0.848 -0.15 1.93 0.60 -0.70
C -0.166 5.834 1.638 -0.34 0.54 0.60 0.47
N -0.696 6.643 2.308 0.82 -1.17 -1.08 -0.54

***

(2)
60
Properties=species:S:1:pos:R:3:forces:R:3:nbo_charge:R:1 method="wB97M-V/def2-TZVPD" e_above_lowest_ev=3.070 max_force_ev_per_a=1.24 gap_ev=9.401 energy_ev=-32377.2524 smiles=c1ccc(CN2CCC[C@@]3(CCCN(Cc4nc(CC5CC5)no4)C3)C2)cc1 e_homo_ev=-8.53
C -4.215 -2.095 0.669 -0.11 0.01 0.08 -0.23
C -4.148 -2.401 -0.679 -0.10 -0.01 -0.06 -0.21
C -2.966 -2.215 -1.376 0.06 0.04 0.00 -0.21
C -1.842 -1.703 -0.741 -0.07 -0.03 -0.01 -0.03
C -0.563 -1.495 -1.510 0.10 0.10 -0.11 -0.24
N 0.597 -1.537 -0.644 -0.06 -0.10 -0.29 -0.46
C 0.850 -2.850 -0.085 -0.02 -0.07 0.36 -0.23
C 1.845 -2.714 1.063 0.07 -0.16 -0.21 -0.40
C 3.136 -2.073 0.564 -0.20 0.14 0.07 -0.41
C 2.858 -0.755 -0.169 0.09 -0.09 -0.14 -0.02
C 4.145 -0.205 -0.811 -0.02 -0.04 0.11 -0.40
C 4.898 0.686 0.172 -0.06 0.02 -0.13 -0.41
C 4.053 1.925 0.493 0.16 0.13 0.00 -0.21
N 2.656 1.624 0.260 -0.06 0.13 0.10 -0.45
C 1.750 2.681 0.634 0.25 -0.08 -0.09 -0.27
C 0.476 2.549 -0.124 -0.75 0.19 0.14 0.54
N -0.719 2.878 0.261 0.47 0.06 0.48 -0.50
C -1.491 2.582 -0.828 0.53 0.00 -0.30 0.33
C -2.959 2.783 -0.870 -0.14 -0.28 0.05 -0.44
C -3.655 1.738 -0.021 -0.01 0.14 -0.14 -0.22
C -4.976 2.059 0.608 -0.17 -0.06 -0.07 -0.42
C -3.748 1.942 1.459 0.10 -0.04 0.09 -0.42
N -0.795 2.096 -1.816 -1.07 -0.03 -0.62 -0.17
O 0.493 2.075 -1.372 0.73 0.04 0.46 -0.28
C 2.302 0.320 0.784 0.01 -0.10 -0.13 -0.24
C 1.802 -1.015 -1.254 0.12 0.20 0.14 -0.22
C -1.926 -1.376 0.607 0.00 -0.01 -0.03 -0.17
C -3.098 -1.585 1.310 -0.04 0.00 0.06 -0.23
H -5.132 -2.254 1.217 -0.07 -0.02 0.05 0.21
H -5.015 -2.795 -1.188 -0.07 -0.04 -0.04 0.21
H -2.915 -2.470 -2.425 0.02 -0.05 -0.11 0.21
H -0.502 -2.239 -2.327 -0.02 0.06 0.05 0.17
H -0.601 -0.503 -1.975 0.05 -0.10 -0.03 0.23
H -0.090 -3.267 0.282 0.07 -0.03 -0.05 0.21
H 1.256 -3.540 -0.850 -0.06 0.03 -0.01 0.16
H 1.400 -2.096 1.843 -0.08 -0.01 0.10 0.20
H 2.056 -3.698 1.486 -0.02 0.01 0.07 0.21
H 3.819 -1.905 1.399 0.11 0.00 0.01 0.21
H 3.624 -2.761 -0.131 0.07 -0.01 -0.03 0.20
H 4.783 -1.028 -1.137 -0.01 -0.04 -0.07 0.21
H 3.884 0.390 -1.687 0.02 -0.03 -0.12 0.21
H 5.105 0.122 1.084 0.06 0.00 0.04 0.20
H 5.856 0.991 -0.249 0.04 -0.01 0.09 0.22
H 4.238 2.248 1.534 -0.02 0.01 -0.07 0.16
H 4.328 2.752 -0.170 0.04 0.01 0.08 0.19
H 2.202 3.641 0.359 -0.02 -0.05 0.07 0.23
H 1.508 2.718 1.711 0.01 0.04 -0.15 0.20
H -3.185 3.778 -0.483 -0.02 0.04 -0.07 0.23
H -3.286 2.710 -1.909 -0.04 0.09 0.04 0.23
H -3.506 0.726 -0.376 -0.05 -0.09 0.08 0.23
H -5.394 3.041 0.446 0.02 0.13 -0.03 0.21
H -5.715 1.275 0.664 -0.02 -0.10 0.01 0.22
H -3.648 1.081 2.100 -0.01 -0.11 0.01 0.22
H -3.320 2.844 1.868 0.05 0.12 -0.02 0.22
H 2.691 0.182 1.807 -0.04 -0.01 0.07 0.17
H 1.216 0.230 0.819 0.01 -0.02 0.10 0.23
H 1.568 -0.069 -1.746 0.03 -0.02 -0.04 0.22
H 2.213 -1.709 -2.011 0.00 0.02 0.00 0.17
H -1.059 -0.964 1.100 0.12 0.02 0.07 0.22
H -3.141 -1.352 2.365 0.00 0.03 0.08 0.21

***

(3)
33
Properties=species:S:1:pos:R:3:forces:R:3:nbo_charge:R:1 method="wB97M-V/def2-TZVPD" max_force_ev_per_a=3.12 gap_ev="5.346 / 6.692" energy_ev=-28745.7571 total_charge=+1 e_homo_ev="-10.81 / -11.63"
C -1.385 -2.555 0.663 -2.25 1.08 -0.78 -0.43
C -3.895 -2.592 0.625 0.78 -1.09 -2.81 -0.43
C 0.575 0.632 -2.477 -0.32 -1.42 1.13 -0.45
C 1.276 3.487 -0.082 2.91 -0.94 0.39 -0.45
C 1.941 2.086 1.896 1.23 -0.19 0.35 -0.47
C 2.222 -1.329 0.152 -0.55 -1.49 2.67 -0.30
N -2.667 -1.822 0.292 -0.23 -1.15 1.57 -0.17
N 1.503 0.374 -1.290 0.34 1.91 -1.07 0.52
N -2.789 -0.210 -1.370 -0.12 0.56 -1.37 -0.25
N 1.223 2.226 0.650 -2.32 -1.18 -1.27 0.12
O 1.316 -0.833 -0.791 -0.71 0.14 -0.94 -0.27
O -2.754 -1.480 -1.057 0.62 -1.52 -0.57 -0.20
O 2.454 1.090 -1.051 -0.57 -1.94 -0.49 -0.29
O 0.396 1.341 0.219 1.48 1.47 1.81 -0.37
I -2.475 1.142 0.051 -0.50 0.58 0.95 0.32
H -1.211 -2.192 1.631 0.58 0.43 1.49 0.21
H -1.369 -3.630 0.701 -0.55 -0.54 -0.46 0.20
H -0.667 -2.172 0.003 1.25 0.38 -0.87 0.20
H -4.010 -2.497 1.655 -0.34 -0.15 1.83 0.21
H -4.760 -2.102 0.107 0.80 -0.67 0.47 0.23
H -3.743 -3.713 0.305 -0.69 2.03 0.59 0.19
H 0.758 -0.144 -3.220 0.29 0.27 -0.02 0.26
H -0.467 0.597 -2.188 -0.13 -0.64 0.63 0.27
H 0.675 1.628 -2.773 1.04 1.35 -0.68 0.24
H 1.024 4.219 0.701 -0.30 0.47 -1.15 0.24
H 2.402 3.522 -0.310 -1.47 0.78 0.24 0.24
H 0.792 3.362 -1.063 -0.41 0.58 0.94 0.25
H 3.051 2.154 1.705 -1.12 0.30 0.14 0.24
H 1.632 2.782 2.703 0.07 -0.04 -0.79 0.25
H 1.776 1.094 2.268 -0.29 -0.52 0.12 0.23
H 1.838 -2.400 0.298 1.21 1.40 -0.61 0.25
H 2.092 -0.901 1.183 -0.13 0.18 -1.08 0.21
H 3.244 -1.164 -0.137 0.40 -0.43 -0.36 0.23

***

(4)
23
Properties=species:S:1:pos:R:3:forces:R:3:nbo_charge:R:1 method="wB97M-V/def2-TZVPD" max_force_ev_per_a=1.52 gap_ev=6.369 energy_ev=-51933.8195 total_charge=-1 e_homo_ev=-3.85
O 0.736 2.757 1.592 0.60 0.95 -0.52 -0.90
S -0.191 1.893 2.210 -0.53 0.18 -0.53 2.16
O 0.263 0.769 2.918 0.24 -1.17 0.95 -0.89
Cl -1.243 3.043 3.583 -0.11 0.13 0.03 -0.31
C -1.490 1.435 1.101 -0.43 -0.38 0.10 -0.65
C -1.104 0.239 0.215 0.14 0.77 0.34 -0.41
C -0.486 0.717 -1.087 -0.25 -0.39 -0.48 -0.40
C 0.222 -0.345 -1.935 0.23 0.07 0.37 -0.71
P 1.240 -1.678 -1.017 -0.45 0.50 -0.84 0.59
S 2.515 -3.256 0.039 0.63 -0.46 0.13 -0.57
H -1.770 2.306 0.522 0.08 0.33 -0.07 0.24
H -2.323 1.174 1.745 -0.09 -0.01 0.23 0.24
H -2.038 -0.282 0.049 -0.11 -0.41 -0.17 0.21
H -0.439 -0.399 0.779 0.11 -0.34 0.01 0.26
H 0.173 1.556 -0.901 0.32 0.11 0.24 0.20
H -1.308 1.122 -1.682 -0.13 0.31 -0.10 0.18
H -0.473 -0.832 -2.611 -0.31 -0.27 -0.02 0.19
H 0.932 0.180 -2.567 0.21 0.07 -0.25 0.20
H 0.984 -2.639 -2.091 0.04 0.01 0.10 -0.17
H 0.050 -2.187 -0.321 0.00 0.06 0.11 -0.19
H 1.536 -0.749 0.072 -0.04 -0.03 0.09 -0.18
H 2.487 -1.286 -1.688 0.04 -0.06 0.19 -0.18
H 1.728 -3.540 1.078 -0.20 0.02 0.11 0.10